No. 1
138
Properties=species:S:1:pos:R:3:mulliken_charge:R:1 method="wB97M-V/def2-TZVPD" de_lowest_kcal_mol=0.0 gap_ha=0.307 charge=0 e_tot_ha=-16456.87343
O 2.710 -0.301 5.009 -0.52
C 3.184 -1.121 3.939 -0.76
C 2.087 -1.942 3.280 0.02
C 1.251 -1.170 2.245 -0.13
C 0.183 -0.299 2.905 -0.80
O -1.155 -0.794 2.862 -0.35
C -1.431 -1.866 3.680 0.66
Br -1.254 -1.389 5.602 -0.22
C -2.900 -2.225 3.435 -1.29
N -3.477 -3.277 4.254 -0.16
C -2.709 -4.503 4.434 -0.82
C -2.372 -5.206 3.108 1.12
C -1.717 -6.526 3.404 0.10
F -2.519 -7.639 3.291 -0.34
C -0.406 -6.744 3.740 0.06
F 0.510 -7.438 3.011 -0.20
F 0.165 -6.281 4.892 -0.16
H 2.189 -0.850 5.599 0.29
H 3.933 -1.803 4.352 0.28
H 3.657 -0.449 3.226 0.38
H 2.574 -2.771 2.761 0.32
H 1.461 -2.400 4.052 -0.03
H 1.931 -0.489 1.730 0.41
H 0.843 -1.824 1.483 -0.08
H 0.136 0.655 2.381 0.35
H 0.499 -0.059 3.919 0.51
H -0.730 -2.673 3.465 -0.01
H -3.430 -1.308 3.696 0.57
H -3.084 -2.387 2.373 0.25
H -3.694 -2.884 5.157 0.37
H -3.360 -5.206 4.957 0.43
H -1.817 -4.387 5.061 0.32
H -1.768 -4.612 2.428 -0.17
H -3.297 -5.463 2.589 -0.33
Cl 2.297 -3.854 -1.578 -0.18
C 2.221 -5.474 -0.833 -0.53
C 0.823 -5.831 -0.406 -0.45
Cl 0.268 -4.832 0.962 -0.04
H 2.912 -5.490 0.006 0.41
H 2.564 -6.187 -1.580 0.33
H 0.793 -6.869 -0.075 0.36
H 0.113 -5.708 -1.216 -0.01
Cl 0.314 -7.735 -2.996 -0.15
C 0.248 -6.957 -4.601 -0.46
C 0.128 -5.458 -4.488 -0.34
Cl -1.446 -4.963 -3.818 -0.16
H -0.589 -7.388 -5.144 0.36
H 1.168 -7.214 -5.121 0.30
H 0.213 -5.011 -5.477 0.37
H 0.906 -5.042 -3.852 0.12
Cl -0.569 -0.830 -0.588 -0.10
C -1.292 0.796 -0.696 -0.48
C -0.727 1.580 -1.847 0.35
Cl 0.987 2.012 -1.579 -0.19
H -1.126 1.300 0.254 0.28
H -2.362 0.661 -0.833 0.28
H -1.274 2.516 -1.964 0.37
H -0.795 1.020 -2.784 -0.55
Cl -5.610 -4.824 2.298 -0.09
C -6.827 -5.748 1.375 -0.44
C -6.187 -6.760 0.459 -0.52
Cl -5.301 -5.987 -0.883 -0.18
H -7.440 -5.042 0.826 0.18
H -7.456 -6.258 2.101 0.35
H -6.958 -7.387 0.012 0.37
H -5.489 -7.399 0.994 0.31
Cl 0.039 5.373 -3.461 -0.24
C 1.817 5.251 -3.303 0.52
C 2.426 6.501 -2.729 -0.30
Cl 2.313 7.889 -3.850 -0.18
H 2.222 5.027 -4.285 0.10
H 2.018 4.412 -2.647 -0.38
H 3.484 6.331 -2.539 0.12
H 1.947 6.787 -1.797 0.42
Cl 1.308 -2.020 10.475 -0.23
C 0.207 -3.061 9.530 -0.30
C 0.955 -3.982 8.603 -0.54
Cl 1.754 -3.093 7.284 -0.12
H -0.474 -2.415 8.981 0.18
H -0.368 -3.646 10.245 0.35
H 0.257 -4.678 8.141 0.26
H 1.715 -4.551 9.131 0.38
Cl 4.888 5.038 -5.403 -0.20
C 5.660 6.627 -5.667 -0.29
C 7.062 6.684 -5.123 -0.58
Cl 7.094 6.626 -3.339 -0.19
H 5.022 7.381 -5.211 0.19
H 5.675 6.795 -6.742 0.37
H 7.526 7.623 -5.417 0.38
H 7.670 5.864 -5.495 0.34
Cl -4.368 0.683 -3.219 -0.17
C -3.971 0.835 -4.951 -0.51
C -2.967 -0.195 -5.397 -0.39
Cl -1.358 0.089 -4.681 -0.19
H -3.607 1.844 -5.122 0.32
H -4.900 0.701 -5.503 0.35
H -2.849 -0.145 -6.478 0.31
H -3.278 -1.201 -5.128 0.30
Cl -0.399 2.971 13.311 -0.19
C 0.350 1.455 12.746 -0.45
C -0.661 0.359 12.540 0.06
Cl -1.370 -0.205 14.077 -0.20
H 1.105 1.165 13.472 0.33
H 0.843 1.676 11.800 0.29
H -0.175 -0.499 12.079 -0.16
H -1.475 0.687 11.898 0.34
Cl -9.772 -5.090 0.791 -0.18
C -10.699 -3.811 1.623 -0.43
C -10.112 -2.448 1.367 -0.50
Cl -8.517 -2.263 2.136 -0.15
H -10.713 -4.047 2.683 0.31
H -11.719 -3.853 1.245 0.32
H -10.766 -1.685 1.786 0.35
H -9.995 -2.260 0.303 0.31
Cl -0.433 6.867 -8.716 -0.20
C 0.453 8.229 -7.980 -0.39
C 1.922 8.194 -8.308 -0.38
Cl 2.749 6.826 -7.520 -0.09
H 0.287 8.194 -6.906 0.28
H 0.014 9.144 -8.373 0.33
H 2.401 9.104 -7.948 0.08
H 2.090 8.117 -9.380 0.35
Cl 6.374 1.422 -0.454 -0.19
C 6.360 1.897 -2.173 -0.50
C 5.917 3.322 -2.370 -0.25
Cl 4.191 3.544 -1.975 -0.12
H 5.714 1.204 -2.705 0.33
H 7.377 1.780 -2.543 0.34
H 6.041 3.609 -3.411 0.04
H 6.490 4.009 -1.755 0.31
Cl 5.452 9.971 -7.724 -0.15
C 5.384 10.434 -9.445 -0.53
C 4.899 11.847 -9.630 -0.41
Cl 3.182 12.025 -9.186 -0.17
H 4.739 9.724 -9.956 0.29
H 6.393 10.333 -9.842 0.37
H 4.989 12.129 -10.677 0.30
H 5.475 12.547 -9.030 0.31

***

No. 2
114
Properties=species:S:1:pos:R:3:mulliken_charge:R:1 method="wB97M-V/def2-TZVPD" gap_ha=0.313 charge=0 e_tot_ha=-5016.94262
C -6.034 1.335 3.855 -0.75
C -4.960 2.350 3.610 -0.17
C -5.011 3.249 2.240 -0.62
Si -3.933 2.438 0.812 -0.11
C -2.364 3.540 0.656 -0.22
C -2.688 5.174 0.587 -0.41
C -1.784 5.925 -0.591 0.29
O -0.460 5.649 -0.702 -0.54
O -2.432 6.902 -1.517 -0.47
C -5.067 2.386 -0.737 -0.34
C -4.325 2.647 -2.172 0.27
O -3.303 3.468 -2.417 -0.44
Br -5.082 1.643 -3.775 -0.16
O -3.624 0.782 1.346 -0.63
Si -2.121 0.151 0.688 0.26
C -1.505 -1.436 1.666 -0.60
C -0.511 -2.334 0.707 0.04
C 0.712 -3.090 1.562 -0.40
C 1.946 -3.272 0.448 -0.31
C 3.307 -2.447 0.856 -0.43
C 3.769 -1.335 -0.303 -0.59
C 5.030 -0.382 0.226 -0.57
C 4.755 1.131 -0.430 -0.37
C 5.999 2.167 -0.168 -0.78
C 6.083 2.785 1.348 -0.76
C 4.592 2.996 2.067 0.71
C 4.797 4.194 3.174 -0.86
C 4.021 3.956 4.599 -0.63
C 4.239 2.470 5.265 -0.32
C 2.733 1.994 5.809 -0.94
C 1.692 1.643 4.575 -0.40
C 2.101 0.318 3.699 -0.52
C 1.710 0.621 2.127 1.53
C -2.217 -0.351 -1.186 -0.45
C -3.465 -1.350 -1.550 -0.36
C -3.021 -2.218 -2.906 -0.66
C -2.616 -3.762 -2.516 -0.56
C -1.036 -4.136 -2.758 0.37
C -0.482 -3.800 -4.268 -0.57
C -0.608 -5.091 -5.299 -0.39
C -2.040 -5.901 -5.173 -0.12
O -2.150 -7.048 -6.112 -0.34
C -2.136 -6.600 -7.513 0.54
C -2.791 -5.219 -8.108 -0.71
O -1.497 -7.411 -8.396 -0.55
H -6.777 0.985 3.000 0.20
H -6.127 0.926 4.967 0.23
H -4.082 2.546 4.381 0.28
H -6.113 3.405 1.811 0.40
H -4.619 4.341 2.479 0.29
H -1.734 3.237 -0.307 0.37
H -1.654 3.411 1.608 0.25
H -2.360 5.673 1.616 0.35
H -3.849 5.379 0.403 0.24
H -2.059 6.711 -2.437 0.37
H -5.517 1.282 -0.789 0.32
H -5.975 3.123 -0.602 0.47
H -0.985 1.102 0.781 -0.12
H -0.834 -1.026 2.549 0.27
H -2.388 -2.042 2.147 0.37
H -1.130 -3.126 0.092 0.16
H 0.059 -1.552 0.010 -0.19
H 1.093 -2.442 2.470 0.07
H 0.316 -4.164 1.899 0.39
H 2.128 -4.447 0.393 0.36
H 1.614 -2.942 -0.641 -0.04
H 3.140 -1.902 1.903 0.01
H 4.179 -3.254 0.910 0.32
H 4.158 -1.878 -1.288 0.46
H 2.823 -0.677 -0.601 0.15
H 5.996 -0.817 -0.295 0.47
H 5.135 -0.359 1.392 0.18
H 3.702 1.563 -0.156 0.15
H 4.729 0.938 -1.608 0.37
H 6.015 2.986 -1.027 0.32
H 6.999 1.537 -0.330 0.25
H 6.516 3.891 1.230 0.36
H 6.797 2.199 2.081 0.25
H 4.138 2.004 2.490 -0.57
H 3.816 3.388 1.249 0.27
H 4.323 5.178 2.696 0.22
H 5.940 4.476 3.368 0.35
H 4.490 4.734 5.372 0.31
H 2.869 4.257 4.524 0.30
H 4.743 1.683 4.560 0.21
H 4.918 2.551 6.242 0.36
H 2.284 2.965 6.336 0.34
H 2.784 1.170 6.639 0.33
H 0.644 1.412 5.097 0.30
H 1.519 2.619 3.918 0.10
H 3.255 0.090 3.824 0.25
H 1.539 -0.668 4.006 0.50
H 2.731 0.564 1.520 -1.00
H 1.270 1.690 1.934 0.31
H 0.998 -0.174 1.643 -1.05
H -1.201 -0.805 -1.604 0.34
H -2.385 0.662 -1.787 0.42
H -3.783 -2.068 -0.660 0.31
H -4.427 -0.729 -1.847 0.11
H -3.895 -2.221 -3.708 0.22
H -2.131 -1.630 -3.408 0.35
H -3.365 -4.492 -3.090 0.32
H -2.846 -3.910 -1.371 0.44
H -0.955 -5.319 -2.623 0.30
H -0.332 -3.677 -1.914 -0.69
H 0.657 -3.484 -4.141 0.23
H -1.040 -2.909 -4.799 0.31
H -0.420 -4.645 -6.386 0.25
H 0.274 -5.865 -5.128 0.24
H -2.933 -5.134 -5.294 0.01
H -2.185 -6.373 -4.086 0.24
H -3.438 -4.606 -7.349 0.25
H -1.884 -4.553 -8.500 0.25
H -3.393 -5.519 -9.090 0.30

***

No. 3
120
Properties=species:S:1:pos:R:3:mulliken_charge:R:1 method="wB97M-V/def2-TZVPD" gap_ha=0.326 charge=+1 e_tot_ha=-3230.63194
C 1.407 -0.050 -1.611 -0.23
C 2.885 -0.306 -1.880 -1.33
C 3.280 -1.753 -1.716 -0.30
O 2.399 -2.631 -2.437 0.19
C 3.029 -3.657 -3.039 -1.23
C 2.132 -4.605 -3.834 -0.18
C 0.840 -4.083 -4.482 -1.00
C 0.888 -2.666 -5.080 0.62
O 1.098 -2.788 -6.492 -0.64
C -0.497 -2.049 -4.875 -1.67
N -0.823 -1.836 -3.464 -0.29
C 1.864 -5.825 -2.916 0.96
Cl 1.500 -7.177 -4.047 -0.08
P 0.362 -5.765 -1.801 0.35
O 0.405 -7.209 -1.002 -0.52
I 0.812 -4.140 -0.027 -0.08
C 3.245 -6.029 -2.259 -1.14
N 3.675 -4.597 -2.039 0.41
C 5.164 -4.548 -1.818 -0.59
C 6.023 -4.832 -3.065 -0.47
N 7.315 -5.425 -2.661 -0.72
H 1.135 -0.374 -0.612 0.27
H 0.823 -0.537 -2.381 -0.36
H 1.252 1.016 -1.658 0.42
H 3.451 0.239 -1.131 0.44
H 3.188 0.073 -2.849 0.40
H 4.301 -1.857 -2.071 0.32
H 3.204 -2.000 -0.658 0.42
H 3.820 -3.308 -3.701 0.17
H 2.735 -4.941 -4.672 0.55
H -0.025 -4.153 -3.831 0.32
H 0.646 -4.744 -5.312 0.49
H 1.685 -2.050 -4.685 0.09
H 0.261 -2.616 -6.931 0.42
H -1.198 -2.786 -5.263 0.66
H -0.609 -1.136 -5.450 0.44
H -1.608 -2.418 -3.211 0.09
H -1.049 -0.871 -3.280 0.28
H 1.217 -7.252 -0.473 0.35
H 3.279 -6.457 -1.266 0.35
H 3.815 -6.597 -2.980 0.37
H 3.288 -4.387 -1.110 0.35
H 5.493 -3.616 -1.378 0.34
H 5.388 -5.322 -1.097 0.53
H 6.293 -3.927 -3.585 0.33
H 5.562 -5.539 -3.743 0.33
H 7.639 -4.927 -1.837 0.27
H 7.167 -6.377 -2.341 0.27
C -2.267 0.618 0.272 -1.17
C -1.735 1.029 1.641 -0.34
C -1.272 2.489 1.697 0.51
C -0.175 2.715 0.752 0.12
N 0.682 2.858 0.011 -0.43
H -1.494 0.692 -0.496 0.16
H -2.609 -0.417 0.292 0.38
H -3.109 1.246 -0.029 0.35
H -0.905 0.377 1.917 0.26
H -2.518 0.881 2.386 0.33
H -0.917 2.737 2.697 -0.38
H -2.092 3.166 1.457 0.18
C 1.874 1.905 6.697 -1.33
C 0.881 2.643 5.806 -0.26
C -0.446 1.892 5.642 0.52
C -0.231 0.579 5.020 0.02
N -0.078 -0.426 4.508 -0.51
H 2.154 0.940 6.271 0.33
H 2.788 2.488 6.810 0.40
H 1.459 1.732 7.692 0.32
H 1.331 2.809 4.825 0.18
H 0.674 3.626 6.231 0.43
H -1.124 2.464 5.013 -0.42
H -0.926 1.745 6.612 0.33
C 1.493 8.030 1.016 -0.90
C 2.669 7.316 0.362 -0.56
C 2.527 5.790 0.402 -0.14
C 2.465 5.317 1.794 0.26
N 2.425 4.966 2.880 -0.46
H 1.415 7.785 2.077 0.36
H 1.610 9.111 0.939 0.34
H 0.560 7.752 0.523 0.09
H 3.597 7.612 0.857 0.35
H 2.747 7.633 -0.680 0.31
H 3.375 5.315 -0.091 0.32
H 1.619 5.476 -0.114 0.06
C -2.931 -7.879 -3.151 -0.86
C -4.126 -7.285 -2.417 -0.39
C -4.914 -6.308 -3.295 -0.54
C -4.041 -5.194 -3.700 0.31
N -3.337 -4.342 -3.988 -0.41
H -2.229 -7.094 -3.441 0.08
H -2.395 -8.577 -2.509 0.30
H -3.239 -8.417 -4.050 0.35
H -3.780 -6.766 -1.521 0.26
H -4.785 -8.088 -2.085 0.32
H -5.766 -5.902 -2.751 0.29
H -5.291 -6.805 -4.189 0.29
C -4.555 6.461 -0.064 -1.14
C -4.006 5.674 -1.249 -0.55
C -2.505 5.386 -1.128 0.48
C -1.737 6.634 -1.065 0.18
N -1.147 7.610 -1.018 -0.53
H -4.088 7.444 0.013 0.36
H -5.628 6.617 -0.176 0.35
H -4.387 5.928 0.874 0.26
H -4.198 6.227 -2.170 0.33
H -4.539 4.724 -1.329 0.32
H -2.156 4.810 -1.985 0.37
H -2.298 4.807 -0.227 -0.44
C -4.223 5.932 8.136 -1.14
C -4.568 4.461 7.933 -0.56
C -3.375 3.629 7.449 -0.34
C -2.886 4.124 6.156 0.32
N -2.522 4.523 5.150 -0.47
H -3.917 6.403 7.200 0.35
H -5.089 6.478 8.508 0.34
H -3.413 6.050 8.858 0.30
H -5.386 4.378 7.215 0.31
H -4.926 4.042 8.875 0.33
H -3.662 2.584 7.332 0.34
H -2.559 3.676 8.171 0.30

***

No. 4
122
Properties=species:S:1:pos:R:3:mulliken_charge:R:1 method="wB97M-V/def2-TZVPD" smiles="C#Cc1cccc2c1C(=O)N(P(C)C)C2=O.COCCNCCOC.COCCNCCOC.COCCNCCOC.COCCNCCOC" gap_ha=0.264 charge=0 e_tot_ha=-2780.70256
C -0.376 3.060 5.171 -0.20
C -0.859 1.963 5.746 -0.51
C -0.991 0.734 6.788 0.96
C -2.027 0.669 7.970 -0.52
C -2.020 -0.592 8.955 -0.36
C -0.982 -1.804 8.789 -0.49
C 0.008 -1.722 7.574 -0.16
C -0.010 -0.479 6.605 -0.07
C 1.121 -0.743 5.495 0.53
O 1.644 0.104 4.709 -0.50
N 1.315 -2.214 5.625 0.12
P 2.755 -2.771 4.735 -0.03
C 2.507 -2.407 2.889 -0.22
C 4.185 -1.684 5.443 -0.83
C 1.160 -2.701 7.032 0.30
O 1.831 -3.623 7.582 -0.52
H 0.185 3.761 4.437 0.29
H -2.780 1.525 8.113 0.37
H -2.755 -0.681 9.835 0.31
H -0.940 -2.699 9.502 0.37
H 1.545 -2.906 2.455 0.37
H 2.479 -1.276 2.631 0.17
H 3.417 -2.860 2.313 -0.16
H 5.159 -2.239 5.182 0.35
H 4.005 -1.603 6.594 0.26
H 4.140 -0.613 5.027 0.23
C -0.067 2.332 1.580 -0.98
O -0.898 3.401 2.008 -0.20
C -0.689 4.612 1.280 -0.77
C -1.897 4.927 0.394 -0.26
N -1.995 3.984 -0.722 -0.30
C -3.268 4.056 -1.446 -0.83
C -4.548 3.705 -0.670 -0.25
O -4.638 2.332 -0.293 -0.38
C -3.964 2.009 0.915 -0.60
H -0.168 1.514 2.297 0.28
H -0.378 1.964 0.598 0.31
H 0.984 2.635 1.550 0.50
H 0.241 4.590 0.699 0.32
H -0.591 5.410 2.024 0.39
H -1.801 5.943 -0.001 0.40
H -2.789 4.886 1.027 0.17
H -1.887 3.039 -0.368 0.04
H -3.185 3.360 -2.288 0.42
H -3.373 5.059 -1.878 0.41
H -5.393 3.877 -1.346 0.14
H -4.718 4.361 0.190 0.34
H -3.964 2.834 1.632 0.31
H -2.941 1.688 0.701 0.16
H -4.476 1.160 1.372 0.34
C 4.158 0.837 -3.897 -0.76
O 5.144 0.406 -2.973 -0.22
C 6.249 1.305 -2.858 -0.87
C 6.245 1.997 -1.492 -0.16
N 5.140 2.952 -1.385 -0.31
C 4.915 3.444 -0.023 -0.81
C 4.500 2.415 1.043 -0.54
O 3.203 1.861 0.839 -0.25
C 3.169 0.761 -0.059 -0.65
H 3.453 0.017 -4.049 0.23
H 3.604 1.695 -3.507 0.32
H 4.606 1.090 -4.863 0.32
H 6.276 2.033 -3.677 0.42
H 7.156 0.696 -2.932 0.38
H 7.193 2.526 -1.352 0.41
H 6.170 1.217 -0.728 0.14
H 4.286 2.508 -1.706 0.08
H 4.119 4.193 -0.091 0.36
H 5.814 3.971 0.317 0.41
H 4.443 2.948 2.000 0.39
H 5.247 1.627 1.187 0.37
H 4.083 0.164 -0.030 0.26
H 2.972 1.111 -1.076 0.25
H 2.332 0.118 0.224 0.30
C -9.408 2.575 -4.766 -0.74
O -8.192 2.837 -4.085 -0.34
C -8.155 2.302 -2.760 -0.81
C -7.165 1.137 -2.672 -0.04
N -7.661 -0.036 -3.395 -0.35
C -6.653 -1.084 -3.581 -0.67
C -5.415 -0.738 -4.425 -0.38
O -5.698 -0.520 -5.806 -0.43
C -6.125 0.798 -6.117 -0.50
H -9.415 3.163 -5.687 0.23
H -9.486 1.519 -5.036 0.31
H -10.271 2.871 -4.161 0.34
H -9.150 2.011 -2.404 0.43
H -7.797 3.106 -2.109 0.34
H -7.010 0.873 -1.621 0.36
H -6.212 1.483 -3.084 0.09
H -7.988 0.253 -4.311 0.08
H -7.164 -1.923 -4.066 0.36
H -6.329 -1.442 -2.597 0.40
H -4.752 -1.610 -4.398 0.35
H -4.833 0.090 -4.007 0.26
H -5.677 1.552 -5.466 0.24
H -7.216 0.859 -6.079 0.17
H -5.830 1.016 -7.146 0.30
C 5.152 -3.945 0.716 -0.91
O 3.768 -4.117 0.454 -0.36
C 3.263 -3.218 -0.536 -0.54
C 2.907 -3.970 -1.822 -0.43
N 4.111 -4.440 -2.510 -0.27
C 3.839 -5.393 -3.592 -0.68
C 3.193 -6.735 -3.209 -0.49
O 4.038 -7.585 -2.436 -0.44
C 4.019 -7.320 -1.041 -0.51
H 5.408 -4.540 1.596 0.21
H 5.757 -4.300 -0.122 0.41
H 5.387 -2.897 0.930 0.38
H 3.953 -2.389 -0.733 0.29
H 2.344 -2.787 -0.125 0.38
H 2.348 -3.305 -2.487 0.43
H 2.257 -4.806 -1.545 0.19
H 4.723 -4.892 -1.839 0.05
H 4.803 -5.608 -4.064 0.37
H 3.221 -4.899 -4.351 0.40
H 3.008 -7.280 -4.142 0.36
H 2.214 -6.617 -2.735 0.34
H 3.049 -6.954 -0.694 0.27
H 4.811 -6.612 -0.781 0.15
H 4.240 -8.252 -0.516 0.35